Computed, not measured: a cluster of 2 separate species, C15H20BrNO6S in total in a non-equilibrium geometry, with ωB97M-V/def2-TZVPD.

Output
* E_LUMO: -2.986 eV
* orbital gap: 2.813 eV
* charge: 0
* strongest force on any atom: 8.27 eV Å⁻¹
* HOMO level: -5.8 eV

```
44
Properties=species:S:1:pos:R:3:lowdin_charge:R:1
C 2.18709 3.17946 -1.57414 -0.12
C 2.12800 1.53912 -1.86393 -0.25
C 0.51887 1.15003 -2.02416 -0.67
Br -0.11435 1.06578 -3.92060 0.81
C 0.16213 -0.15325 -1.10183 -0.05
C 0.47057 -1.73880 -1.53857 -0.42
S 1.31673 -2.17856 -3.14876 0.67
C 0.07499 -3.02901 -0.55077 0.03
N -0.58754 -2.76676 0.78209 0.05
C -0.91040 -1.36233 1.29467 -0.03
C -1.64829 -1.29198 2.76919 -0.13
C -1.05112 -2.33269 3.88368 -0.10
C 0.57782 -2.33129 4.04718 -0.27
O 1.48133 -2.56167 3.09214 -0.02
O 1.11461 -2.10036 5.41991 -0.02
C -0.53942 0.00735 0.40761 -0.01
C -0.90478 1.42846 1.12761 -0.08
C 0.34363 1.48469 2.40012 -0.18
C -0.08080 2.47371 3.76216 -0.01
O 1.02757 2.87367 2.61535 -0.20
H 1.34956 3.63684 -2.29094 0.09
H 3.24756 3.64173 -1.74171 0.09
H 1.76012 3.32163 -0.48088 0.08
H 2.78532 1.20479 -2.77140 0.12
H 2.47061 1.04126 -0.83402 0.12
H -0.06430 2.07196 -1.53773 0.09
H 0.39708 -2.89807 -3.97746 -0.06
H 0.33296 -4.14345 -0.88534 0.15
H -0.81564 -3.61098 1.37803 0.15
H -2.77664 -1.63000 2.57408 0.15
H -1.71472 -0.21759 3.22793 0.12
H -1.46581 -3.40832 3.61204 0.14
H -1.51769 -2.02675 4.93932 0.15
H 1.85570 -2.79598 5.51621 0.15
H -1.93168 1.46628 1.68522 0.12
H -0.61599 2.39252 0.53783 0.11
H 0.98834 0.43200 2.62518 0.16
H -1.08228 3.05394 3.59365 0.11
H 0.40889 2.18034 4.78605 0.11
C -1.97549 0.52807 -7.52614 -0.91
O -3.01663 0.83494 -6.89699 -0.09
O -0.92027 0.54029 -6.72405 -0.05
O -1.79042 0.22908 -8.72706 -0.06
H -1.47523 0.79989 -5.96080 -0.02
```

Computed, not measured: a structure of composition C15H20CdN4O4Si, with ωB97M-V/def2-TZVPD.

Output
* energy relative to the best compared isomer or geometry (same formula, charge and spin): 7.7 kcal per mole
* E_LUMO: 0.249 eV
* orbital gap: 8.329 eV
* charge: 0
* strongest force on any atom: 1.00 eV Å⁻¹
* HOMO level: -8.1 eV

```
45
Properties=species:S:1:pos:R:3:lowdin_charge:R:1
Cd 0.34763 -0.83140 0.37468 1.43
C 3.84893 -2.46330 0.41578 -0.03
C 3.75363 -0.97220 0.37538 -0.35
C 4.86293 -0.14600 0.34418 -0.05
C 4.66963 1.23470 0.28998 -0.07
C 3.40253 1.75260 0.22588 -0.04
C 2.30063 0.86970 0.23938 -0.51
N 2.52083 -0.46120 0.35148 0.01
N 1.01293 1.19720 0.15558 -0.18
Si 0.27443 2.49950 -0.69662 0.43
C -0.59857 3.60630 0.60398 -0.18
C -0.90617 1.58360 -1.90792 -0.19
C 1.35373 3.60240 -1.82572 -0.18
H 4.88453 -2.79170 0.41088 0.08
H 3.33263 -2.88080 -0.44952 0.08
H 3.34923 -2.84250 1.30708 0.08
H 5.85813 -0.56010 0.36558 0.10
H 5.52483 1.89770 0.29388 0.11
H 3.22523 2.81270 0.18478 0.09
H -1.10107 3.01300 1.36248 0.00
H -1.32947 4.27120 0.15598 0.02
H 0.13483 4.22190 1.11808 0.02
H -1.31817 0.68910 -1.43782 -0.02
H -0.37157 1.25330 -2.79732 0.03
H -1.73167 2.20090 -2.24442 0.02
H 2.04243 4.22700 -1.26552 0.01
H 0.71273 4.25900 -2.40852 0.03
H 1.93163 3.00060 -2.52292 0.03
C -3.35347 0.87130 0.88558 0.01
C -3.10817 -0.57820 0.69598 -0.36
N -1.92567 -1.16020 0.64498 0.05
C -2.14077 -2.50270 0.48608 -0.14
C -3.49817 -2.73540 0.44298 -0.06
N -4.08057 -1.49930 0.57048 0.19
C -4.36847 -3.94250 0.30038 -0.50
O -3.77947 -5.10550 0.26608 0.14
O -5.56657 -3.78290 0.23548 0.10
C -0.99077 -3.46600 0.32188 -0.60
O -1.25377 -4.67270 0.32228 0.05
O 0.15303 -2.96150 0.17138 -0.13
H -2.40267 1.37680 1.03498 0.05
H -3.99577 1.03180 1.75098 0.09
H -3.83817 1.29470 0.00648 0.09
H -5.08147 -1.35970 0.53528 0.18
H -2.75627 -5.05130 0.30978 0.08
```

Computed, not measured: the ion C15H20F2N3O3 with charge +1 in a non-equilibrium geometry, with ωB97M-V/def2-TZVPD.

Output
* E_LUMO: -5.488 eV
* orbital gap: 5.879 eV
* charge: +1
* strongest force on any atom: 3.32 eV Å⁻¹
* HOMO level: -11.4 eV

```
43
Properties=species:S:1:pos:R:3:lowdin_charge:R:1
C 1.04106 -0.26435 3.99336 -0.08
C -0.46816 -0.74792 4.10668 -0.14
C -0.86389 -1.92968 3.13348 -0.25
F 0.13276 -2.87292 2.92598 0.05
N -1.42228 -1.34719 1.87706 0.08
C -2.80822 -1.18780 1.83088 0.11
C -3.49526 -0.60439 0.69447 -0.11
O -4.89124 -0.43183 0.72204 0.05
C -5.18631 0.72677 1.41451 -0.24
N -5.21425 1.79745 1.82784 0.22
C -2.67358 -0.20290 -0.48787 0.11
C -3.45796 0.40704 -1.68755 -0.40
O -4.21595 1.30224 -1.42246 0.19
O -3.37813 -0.03826 -3.00235 0.09
C -1.19612 -0.37389 -0.43405 0.02
C -0.37898 0.10037 -1.67434 -0.11
C 0.98322 -0.66170 -1.91921 -0.17
C 2.25894 0.24641 -1.55443 -0.20
C 3.41826 0.16168 -2.62588 -0.20
C 3.79908 1.60896 -3.17943 -0.30
N 4.06429 2.57779 -2.10344 -0.03
C -0.65095 -0.93886 0.79899 -0.08
F 0.68737 -1.09340 0.95194 0.14
H 1.40973 -0.11789 5.05158 0.09
H 1.02383 0.77635 3.55197 0.08
H 1.71311 -0.94997 3.42259 0.08
H -1.13948 0.12679 3.85737 0.13
H -0.69182 -1.10486 5.15458 0.13
H -1.71880 -2.47803 3.62999 0.17
H -3.42565 -1.51407 2.71161 0.18
H -2.93102 0.68882 -3.49019 0.14
H -0.22304 1.22181 -1.69734 0.14
H -1.03077 -0.11397 -2.57582 0.11
H 1.14387 -0.96185 -2.99720 0.11
H 1.06214 -1.62581 -1.33513 0.11
H 2.66551 0.03077 -0.53160 0.10
H 1.89770 1.32028 -1.56108 0.09
H 3.16916 -0.49032 -3.51761 0.11
H 4.34990 -0.30540 -2.18130 0.11
H 2.92315 1.92841 -3.81956 0.11
H 4.68071 1.53377 -3.88151 0.11
H 4.18757 3.52824 -2.44726 0.07
H 4.85052 2.27331 -1.53030 0.07
```

Computed, not measured: the molecule C15H20O2, with ωB97M-V/def2-TZVPD.

Output
* energy relative to the best compared isomer or geometry (same formula, charge and spin): 0.0 kcal per mole
* E_LUMO: 0.446 eV
* orbital gap: 9.722 eV
* charge: 0
* strongest force on any atom: 0.66 eV Å⁻¹
* HOMO level: -9.3 eV

```
37
Properties=species:S:1:pos:R:3:lowdin_charge:R:1
C -3.69585 -2.53285 0.56233 -0.05
C -3.33289 -1.11146 0.25563 -0.27
C -2.02819 -0.66358 0.39471 0.01
C -1.69250 0.66209 0.12796 -0.14
C -2.69378 1.54646 -0.27152 -0.02
C -3.99448 1.10643 -0.42129 -0.07
C -4.31176 -0.21494 -0.16173 -0.04
H -5.32991 -0.55848 -0.27672 0.11
H -4.76430 1.79382 -0.73927 0.10
H -2.42671 2.57415 -0.46608 0.12
C -0.31416 1.20249 0.25494 -0.32
O -0.11680 2.38572 0.42383 0.11
C 0.82661 0.21376 0.10078 -0.23
C 0.79936 -0.38657 -1.31629 -0.10
C 2.19961 -0.93530 -1.65614 -0.19
H 2.12169 -1.84924 -2.24929 0.13
O 2.92234 -1.29639 -0.50880 -0.10
C 3.29364 -0.19256 0.32468 -0.56
C 3.49017 -0.78596 1.72171 -0.01
H 4.17793 -1.62493 1.66191 0.09
H 3.89540 -0.03772 2.39684 0.09
H 2.54572 -1.14837 2.11888 0.08
C 4.61512 0.41672 -0.16143 -0.02
H 4.89029 1.25697 0.47002 0.09
H 5.40293 -0.33140 -0.12476 0.09
H 4.52398 0.76996 -1.18609 0.08
C 2.18312 0.87518 0.33426 -0.09
H 2.35227 1.61676 -0.44865 0.13
H 2.18383 1.40110 1.28893 0.13
H 2.75887 -0.19518 -2.24492 0.12
H 0.52647 0.38352 -2.04063 0.13
H 0.05243 -1.17851 -1.37142 0.11
H 0.70358 -0.59190 0.83071 0.14
H -1.27688 -1.35884 0.73843 0.12
H -2.80756 -3.15044 0.66771 0.07
H -4.32083 -2.94724 -0.22645 0.08
H -4.25982 -2.58174 1.49382 0.08
```

Computed, not measured: the molecule C15H20O5 in a non-equilibrium geometry, with ωB97M-V/def2-TZVPD.

Output
* energy relative to the best compared isomer or geometry (same formula, charge and spin): 48.0 kcal per mole
* E_LUMO: 0.736 eV
* orbital gap: 9.776 eV
* charge: 0
* strongest force on any atom: 1.36 eV Å⁻¹
* HOMO level: -9.0 eV

```
40
Properties=species:S:1:pos:R:3:lowdin_charge:R:1
C 0.47260 -3.79565 0.30313 -0.08
H 1.42326 -3.48275 0.74529 0.09
O -0.56163 -3.83219 1.27007 -0.12
C -1.04853 -2.58193 1.67318 -0.40
O -1.57305 -1.85018 0.60089 -0.17
C -2.79771 -2.35080 0.10289 -0.06
H -3.04915 -1.73827 -0.76046 0.09
H -2.70007 -3.39758 -0.19777 0.09
H -3.58199 -2.26352 0.86170 0.10
C 0.01775 -1.69972 2.35152 -0.03
C -0.60193 -0.76405 3.37003 -0.22
C -0.61592 0.70195 3.20125 -0.17
C -0.01298 1.35392 1.98233 -0.32
O 1.09109 1.83469 2.01778 0.13
C -0.92019 1.34328 0.76956 -0.13
O -0.31957 1.77866 -0.41610 -0.11
C 0.60097 0.84776 -0.95638 -0.16
C 1.07936 1.33880 -2.29500 -0.19
C 1.22853 0.46503 -3.36275 -0.05
C 1.69090 0.92502 -4.58375 -0.09
C 1.99928 2.26399 -4.74964 -0.10
C 1.84693 3.14108 -3.68865 -0.08
C 1.39366 2.68066 -2.46598 -0.03
H 1.27017 3.35494 -1.63334 0.12
H 2.08565 4.18705 -3.81447 0.10
H 2.35600 2.62298 -5.70395 0.10
H 1.80559 0.23674 -5.40860 0.10
H 0.98368 -0.58087 -3.23951 0.11
H 0.11658 -0.13648 -1.05756 0.12
H 1.46631 0.73772 -0.28268 0.13
H -1.74588 2.03371 0.97500 0.16
H -1.34611 0.33333 0.66338 0.12
H -0.55962 1.31221 4.10139 0.16
O -1.77286 -0.06882 3.05380 0.02
H -0.58529 -1.14059 4.39144 0.15
H 0.72875 -2.34737 2.86476 0.14
H 0.54186 -1.14198 1.57495 0.12
H -1.84323 -2.82923 2.39559 0.17
H 0.56516 -4.81251 -0.07225 0.09
H 0.21713 -3.12161 -0.51861 0.09
```

Computed, not measured: a structure of composition C15H21AuBrGe2O7P2 in a non-equilibrium geometry, with ωB97M-V/def2-TZVPD.

Output
* energy relative to the best compared isomer or geometry (same formula, charge and spin): 6.7 kcal per mole
* E_LUMO (alpha / beta): 4.742 / 4.734 eV
* orbital gap (alpha / beta): 5.253 / 7.514 eV
* charge: -2
* strongest force on any atom: 1.58 eV Å⁻¹
* ⟨S²⟩: 0.76
* HOMO level (alpha / beta): -0.5 / -2.8 eV
* multiplicity: 2

```
49
Properties=species:S:1:pos:R:3:mulliken_spin:R:1
Au 0.30849 0.14420 -0.26710 0.36
O -1.25251 4.03620 -1.48859 0.00
P -0.23347 2.81713 -1.10342 0.00
O 1.12075 3.16251 -1.57799 0.00
O -0.94650 1.56799 -1.52042 0.03
O -0.22488 2.96772 0.53040 0.00
P -0.95126 2.16155 1.70327 0.00
O 0.28149 2.27505 2.78552 0.00
O -2.11268 2.88548 2.26187 0.01
O -1.10723 0.69833 1.35157 0.04
H -0.68578 4.80326 -1.45405 0.00
H -0.15856 2.58783 3.57008 0.00
C -0.15551 -3.01550 4.87070 0.03
Ge -0.75731 -1.69796 3.43554 0.03
C -2.59912 -2.25663 2.86377 0.00
C -1.10838 -0.09983 4.57738 0.00
Ge 0.80948 -1.54438 1.48259 0.26
C 2.57562 -1.13343 2.32439 0.00
C 3.70095 -1.94767 2.24843 0.00
C 4.92336 -1.52791 2.74269 -0.01
C 5.04791 -0.27616 3.32210 0.01
C 3.93633 0.54625 3.41156 0.00
C 2.72106 0.11982 2.91427 0.02
C 1.05734 -3.42841 0.80689 0.01
C 0.29103 -4.51467 1.21561 0.01
C 0.34792 -5.72812 0.55391 -0.01
C 1.15544 -5.87365 -0.56296 0.01
C 1.92011 -4.80074 -0.99122 -0.01
C 1.87306 -3.60044 -0.31034 0.02
H -0.84966 -3.02201 5.70769 0.00
H 0.81929 -2.71940 5.24970 0.00
H -0.06756 -4.03008 4.49755 0.00
H -3.30186 -2.25986 3.69563 0.00
H -2.62084 -3.23481 2.38843 0.00
H -2.93508 -1.52172 2.13838 0.00
H -1.69047 -0.37799 5.45570 0.00
H -1.66040 0.63784 4.00691 0.00
H -0.18152 0.35066 4.91943 0.00
H 3.60715 -2.92142 1.78773 0.00
H 5.78850 -2.17632 2.66831 0.00
H 6.00840 0.06047 3.69244 0.00
H 4.02111 1.52901 3.85783 0.00
H 1.86683 0.77922 2.96190 0.00
H -0.35928 -4.39802 2.07432 0.00
H -0.24706 -6.56530 0.90022 0.00
H 1.17903 -6.81348 -1.10096 0.00
H 2.54683 -4.89166 -1.86758 0.00
H 2.46364 -2.76826 -0.66625 0.00
Br 2.03703 -0.30815 -1.86755 0.17
```